This record from OMol25 describes a molecular structure, C50H81BFGaN7O4. The level of theory is ωB97M-V/def2-TZVPD.

Structure (XYZ):
```
145
Properties=species:S:1:pos:R:3:forces:R:3:lowdin_charge:R:1
C 4.663 -3.862 2.691 -0.57 0.17 0.06 -0.05
C 3.290 -3.668 2.101 0.15 0.27 -0.05 -0.28
C 2.495 -4.730 1.698 0.05 -0.22 0.07 -0.06
C 1.234 -4.498 1.184 0.10 0.16 0.10 -0.05
C 0.717 -3.211 1.056 -0.09 0.55 -0.35 -0.14
C -0.686 -3.040 0.505 -0.29 -1.01 0.58 -0.34
C -0.873 -3.926 -0.743 0.31 0.89 0.51 -0.07
C -1.655 -3.552 1.595 0.07 0.10 -0.21 -0.06
C 1.513 -2.131 1.459 0.29 -0.55 -0.07 -0.25
O 1.099 -0.850 1.345 -0.41 -0.37 0.11 -0.13
C 1.102 -0.115 2.608 0.49 0.73 0.32 -0.16
Ga 2.256 1.586 2.502 -1.21 0.29 -0.36 0.51
C 2.658 1.903 0.527 0.25 -0.50 0.24 -0.19
C 3.355 0.779 -0.185 -0.45 0.28 -0.03 -0.27
F 4.108 1.246 -1.299 0.22 -0.04 -0.09 -0.12
C 1.202 3.170 3.210 0.69 -0.36 0.34 -0.22
C 1.213 3.289 4.743 -0.34 0.76 -0.52 -0.29
C 2.484 4.008 5.189 0.08 -0.80 0.40 -0.17
C 2.716 3.936 6.677 0.13 0.21 -0.09 -0.21
C 1.729 4.248 7.606 0.14 -0.03 0.05 -0.04
C 1.984 4.148 8.965 -0.06 0.00 0.01 -0.10
C 3.230 3.754 9.419 0.29 -0.02 0.18 -0.12
C 4.233 3.458 8.510 -0.21 0.03 -0.30 -0.10
C 3.963 3.542 7.152 -0.01 -0.02 0.06 -0.03
O 3.827 1.291 3.556 -0.11 -0.01 -0.33 0.04
B 4.983 1.491 2.943 0.22 -0.33 0.14 -0.97
O 5.399 2.751 2.487 -0.10 0.21 0.40 0.13
O 5.898 0.414 2.716 -0.30 0.03 -0.03 0.09
C 2.791 -2.386 1.963 -0.04 0.09 0.01 0.03
H 4.554 -4.126 3.742 0.16 -0.25 0.12 0.08
H 5.195 -2.919 2.673 0.29 0.07 -0.12 0.07
H 5.210 -4.635 2.161 0.20 -0.10 0.04 0.07
H 2.867 -5.742 1.789 0.01 -0.12 0.00 0.10
H 0.625 -5.339 0.890 -0.02 -0.13 -0.07 0.10
H -0.937 -2.007 0.299 0.35 0.27 -0.08 0.13
H -1.793 -3.667 -1.260 -0.10 -0.09 -0.17 0.07
H 0.000 -3.783 -1.376 -0.12 -0.11 -0.38 0.08
H -0.914 -4.955 -0.415 -0.09 -0.28 -0.30 0.02
H -1.380 -3.172 2.575 -0.14 0.23 0.10 0.08
H -2.689 -3.307 1.361 -0.13 0.08 0.05 0.07
H -1.578 -4.638 1.643 -0.01 -0.17 0.07 0.05
H 1.487 -0.728 3.425 -0.04 -0.34 -0.11 0.06
H 0.061 0.109 2.848 -0.16 0.04 -0.06 0.06
H 1.687 2.038 0.054 -0.19 0.25 -0.02 0.04
H 3.217 2.831 0.448 0.21 0.11 0.00 0.05
H 2.615 0.106 -0.607 0.00 -0.29 0.07 0.10
H 4.032 0.197 0.439 0.30 0.03 -0.05 0.09
H 0.189 3.177 2.811 -0.14 -0.17 -0.05 0.05
H 1.687 4.059 2.811 -0.06 0.19 -0.12 0.02
H 1.132 2.332 5.259 0.01 -0.15 0.03 0.11
H 0.358 3.901 5.046 -0.15 -0.10 0.28 0.09
H 2.480 5.037 4.838 -0.05 0.16 -0.05 0.13
H 3.317 3.489 4.718 0.15 0.16 -0.21 0.09
H 0.759 4.572 7.262 -0.17 0.01 -0.05 0.10
H 1.212 4.378 9.683 -0.14 0.07 0.06 0.09
H 3.436 3.696 10.478 -0.05 0.00 0.16 0.09
H 5.221 3.165 8.834 0.10 -0.04 0.15 0.08
H 4.724 3.292 6.428 0.14 -0.05 -0.08 0.11
H 6.333 2.873 2.668 0.11 -0.08 -0.39 0.08
H 6.022 0.349 1.764 0.37 0.04 0.02 0.07
H 3.401 -1.541 2.253 0.06 0.12 0.08 0.12
C -0.572 6.330 -2.278 0.11 0.08 -0.02 -0.13
C 0.513 5.387 -2.783 -0.14 0.12 0.00 -0.26
C 0.822 4.261 -1.792 0.08 0.11 -0.15 -0.19
C 1.289 4.803 -0.518 -0.03 -0.24 -0.04 -0.24
N 1.655 5.229 0.480 0.05 0.32 0.11 0.18
H -0.264 6.832 -1.359 0.01 -0.09 0.04 0.07
H -0.792 7.098 -3.016 -0.06 -0.03 -0.01 0.04
H -1.497 5.785 -2.076 -0.02 0.02 0.01 0.06
H 1.422 5.957 -2.984 0.04 -0.07 0.01 0.11
H 0.198 4.942 -3.729 0.03 -0.06 0.01 0.11
H 1.594 3.597 -2.183 0.00 -0.06 0.07 0.12
H -0.070 3.660 -1.606 0.01 -0.03 0.02 0.12
C -4.668 -8.046 1.809 -0.02 -0.05 0.00 -0.11
C -3.483 -8.995 1.944 -0.19 0.05 0.02 -0.26
C -2.137 -8.303 1.702 -0.13 -0.11 -0.02 -0.19
C -2.066 -7.744 0.352 0.12 0.04 0.14 -0.24
N -2.023 -7.302 -0.706 -0.05 -0.04 -0.16 0.16
H -4.738 -7.640 0.799 0.05 0.03 0.00 0.07
H -5.602 -8.569 2.018 0.00 0.01 0.02 0.07
H -4.585 -7.212 2.507 0.00 0.01 -0.01 0.08
H -3.598 -9.822 1.241 0.06 -0.02 0.00 0.11
H -3.476 -9.427 2.947 0.09 -0.01 0.00 0.11
H -1.315 -9.009 1.824 0.05 0.04 0.01 0.12
H -1.991 -7.492 2.418 0.03 0.03 -0.01 0.12
C 8.074 2.059 10.613 0.02 -0.02 0.02 -0.11
C 7.503 1.044 11.597 0.14 0.06 -0.13 -0.26
C 6.095 1.411 12.079 0.17 -0.02 -0.01 -0.19
C 6.091 2.701 12.772 -0.15 -0.09 -0.07 -0.25
N 6.095 3.715 13.307 0.05 0.10 0.09 0.14
H 8.182 3.042 11.073 -0.05 0.01 0.00 0.07
H 9.061 1.746 10.271 -0.01 -0.01 -0.03 0.07
H 7.431 2.161 9.737 0.00 0.01 0.00 0.07
H 8.170 0.956 12.457 -0.05 -0.03 0.04 0.11
H 7.462 0.063 11.122 -0.08 -0.02 0.05 0.11
H 5.716 0.653 12.765 -0.06 0.01 0.00 0.12
H 5.407 1.472 11.234 -0.03 0.02 0.00 0.11
C -2.797 -2.372 -6.285 0.22 0.03 0.16 -0.14
C -1.411 -2.606 -5.692 -0.09 0.04 -0.25 -0.26
C -1.331 -2.370 -4.177 0.00 0.02 -0.29 -0.19
C -1.650 -0.982 -3.832 0.01 -0.15 0.06 -0.23
N -1.911 0.107 -3.583 -0.04 0.09 -0.01 0.14
H -3.114 -1.335 -6.172 0.03 0.01 0.02 0.06
H -2.793 -2.594 -7.353 -0.03 -0.01 0.01 0.05
H -3.535 -3.011 -5.812 -0.05 -0.05 0.02 0.03
H -0.683 -1.963 -6.193 0.04 -0.01 0.04 0.10
H -1.117 -3.639 -5.890 0.09 0.00 0.10 0.11
H -0.327 -2.599 -3.819 -0.02 0.04 0.12 0.11
H -2.027 -3.028 -3.657 -0.01 0.02 0.06 0.11
C -4.623 4.240 -3.176 -0.07 0.05 0.03 -0.10
C -5.632 5.380 -3.284 0.06 -0.23 0.06 -0.26
C -5.358 6.308 -4.475 -0.07 -0.11 0.30 -0.19
C -4.037 6.920 -4.361 -0.19 0.02 -0.20 -0.23
N -2.999 7.397 -4.275 0.20 0.17 -0.02 0.17
H -3.613 4.615 -3.011 0.01 0.03 -0.04 0.06
H -4.868 3.589 -2.337 0.00 -0.02 -0.02 0.08
H -4.613 3.631 -4.081 0.01 -0.02 -0.02 0.08
H -5.619 5.963 -2.361 -0.03 0.06 -0.03 0.11
H -6.639 4.969 -3.388 0.01 0.07 -0.04 0.10
H -6.104 7.102 -4.525 0.02 0.02 -0.04 0.11
H -5.398 5.750 -5.410 0.01 -0.03 -0.06 0.12
C -6.610 0.201 -7.548 0.04 0.02 -0.03 -0.10
C -7.547 -0.832 -8.159 0.08 0.19 -0.01 -0.26
C -7.976 -1.910 -7.158 0.06 0.06 -0.16 -0.19
C -6.815 -2.642 -6.654 -0.13 0.00 -0.01 -0.22
N -5.882 -3.200 -6.289 -0.07 -0.16 0.04 0.17
H -5.677 -0.253 -7.209 -0.02 -0.01 0.02 0.06
H -6.351 0.964 -8.282 -0.01 0.01 0.03 0.07
H -7.079 0.694 -6.694 0.02 0.02 0.01 0.08
H -7.056 -1.304 -9.013 -0.05 -0.07 0.00 0.11
H -8.441 -0.335 -8.539 -0.05 -0.08 0.01 0.10
H -8.653 -2.622 -7.631 -0.02 -0.04 0.06 0.11
H -8.498 -1.463 -6.311 0.00 0.00 0.01 0.12
C 0.114 -2.106 -10.252 -0.02 -0.04 0.01 -0.11
C -1.294 -2.427 -10.740 0.19 -0.05 0.02 -0.26
C -2.170 -1.178 -10.896 0.08 -0.23 0.10 -0.19
C -2.320 -0.483 -9.617 -0.09 0.11 -0.19 -0.23
N -2.436 0.064 -8.616 -0.02 0.07 0.12 0.17
H 0.097 -1.649 -9.262 -0.02 0.04 -0.01 0.07
H 0.710 -3.016 -10.182 0.01 0.01 -0.02 0.07
H 0.620 -1.422 -10.935 0.01 0.01 0.01 0.08
H -1.771 -3.118 -10.041 -0.06 0.02 -0.02 0.11
H -1.238 -2.935 -11.704 -0.08 0.03 -0.02 0.11
H -3.161 -1.450 -11.258 -0.02 0.05 -0.01 0.11
H -1.727 -0.487 -11.615 0.00 0.03 0.00 0.12
```
Positions in Å, forces in eV/Å.

Properties
HOMO = -4.6628 eV
LUMO = 0.057 hartree
Net charge = -1
Gap between HOMO and LUMO = 6.22 eV
2S+1 = 1
Energy relative to the best compared isomer or geometry (same formula, charge and spin) = 0.417 eV